The following is a quantum chemistry calculation of a molecular structure, C29H46BrN3P2PbS, from the Open Molecules 2025 dataset.

Results
E_HOMO (alpha / beta) in eV: -17.592 / -17.595
Energy in Ha: -5143.0661
Energy relative to the best compared isomer or geometry (same formula, charge and spin) in kcal/mol: 0.0
Total charge: +4
LUMO level (alpha / beta) in Ha: -0.4749 / -0.4804

Structure (XYZ):
```
83
Properties=species:S:1:pos:R:3:mulliken_charge:R:1
N -5.669 5.426 -4.019 -0.465
C -5.234 5.849 -2.831 -0.391
C -4.104 5.315 -2.209 -0.454
C -3.391 4.271 -2.829 0.819
C -3.866 3.833 -4.096 -0.353
C -5.017 4.441 -4.628 -0.470
C -2.283 3.594 -2.122 -0.860
Pb 0.024 3.662 -1.983 0.815
P 4.359 0.266 -0.184 0.254
C -1.607 2.474 -2.765 -0.354
C -1.216 1.344 -1.920 0.956
C -0.225 0.434 -2.393 -0.847
C -0.045 -0.753 -1.780 -1.821
C -0.667 -1.058 -0.468 1.564
C -1.863 -0.220 -0.174 -1.904
C -2.067 0.941 -0.847 -0.858
Br 0.632 -0.361 0.924 0.172
H -2.426 3.556 -1.030 0.457
H -1.585 2.349 -3.848 0.997
H -3.808 5.712 -1.234 0.373
H -3.413 3.030 -4.668 0.285
H -5.815 6.645 -2.353 0.378
H -5.433 4.116 -5.587 0.387
H 0.359 0.703 -3.295 0.539
H -2.919 1.578 -0.575 0.539
H 0.714 -1.458 -2.146 0.813
H -2.448 -0.471 0.717 0.644
P -1.107 -2.859 -0.371 0.902
C 3.520 1.872 0.049 0.351
C 4.589 2.975 0.094 -1.305
H 2.951 1.829 0.987 0.201
H 2.806 2.030 -0.774 -0.133
H 4.170 3.902 0.494 0.376
H 5.432 2.681 0.731 0.393
H 4.982 3.177 -0.907 0.403
C 3.643 -0.570 -1.652 0.657
C 4.559 -1.700 -2.141 -1.326
H 3.528 0.198 -2.431 0.521
H 2.644 -0.939 -1.385 -0.767
H 4.272 -2.017 -3.149 0.418
H 5.607 -1.379 -2.183 0.413
H 4.507 -2.565 -1.472 0.341
C 3.819 -0.881 1.174 0.603
C 4.861 -1.256 2.227 -1.490
H 3.470 -1.808 0.697 0.231
H 2.936 -0.428 1.652 -0.357
H 4.425 -1.957 2.951 0.396
H 5.717 -1.757 1.761 0.410
H 5.217 -0.383 2.784 0.367
C -1.067 -3.202 1.409 -0.558
C -1.447 -4.610 1.880 -1.330
H -1.693 -2.448 1.914 0.407
H -0.034 -2.983 1.727 0.383
H -2.528 -4.708 2.053 0.347
H -1.118 -5.388 1.177 0.296
H -0.959 -4.811 2.846 0.436
C 0.030 -3.893 -1.323 -0.688
C -0.163 -3.956 -2.848 -1.185
H -0.075 -4.910 -0.908 0.518
H 1.044 -3.557 -1.069 0.374
H -1.038 -4.563 -3.109 0.387
H -0.264 -2.978 -3.330 0.294
H 0.711 -4.433 -3.306 0.426
C -2.719 -3.050 -1.153 -0.747
C -3.938 -2.701 -0.309 -1.245
H -2.765 -4.099 -1.484 0.592
H -2.702 -2.448 -2.074 0.482
H -4.419 -1.782 -0.659 0.341
H -4.679 -3.502 -0.403 0.344
H -3.705 -2.582 0.753 0.328
C -0.528 -0.481 4.725 -1.013
N 0.247 0.673 5.131 0.243
C 1.442 0.605 5.821 -0.085
C 1.873 1.888 5.971 -0.468
N 0.945 2.707 5.367 0.004
C -0.091 1.982 4.797 0.126
S -1.324 2.461 3.789 -0.081
H -1.473 -0.112 4.321 0.324
H 0.000 -1.058 3.953 0.346
H -0.695 -1.113 5.607 0.398
H 1.863 -0.329 6.143 0.508
H 2.721 2.277 6.509 0.450
H 1.013 3.720 5.294 0.227
```

The following is a quantum chemistry calculation of a molecular structure, C29H46Cl2IrN4, from the Open Molecules 2025 dataset.

Results
E_HOMO (alpha / beta) in eV: 2.419 / -3.623
Energy in Ha: -2376.1016
Energy relative to the best compared isomer or geometry (same formula, charge and spin) in kcal/mol: 10.9
Spin multiplicity: 6
Total charge: -2
LUMO level (alpha / beta) in Ha: 0.1496 / 0.1341

Structure (XYZ):
```
82
Properties=species:S:1:pos:R:3:mulliken_spin:R:1
Ir 0.457 -0.820 -0.224 6.942
Cl -0.448 0.350 -1.969 -0.252
C 2.633 -4.227 -0.312 -0.146
C 1.725 -2.208 -0.437 -1.361
N 1.468 -3.538 -0.534 1.417
H 4.694 -3.432 -0.077 0.031
N 3.078 -2.073 -0.402 1.807
H 2.643 -5.293 -0.239 0.043
C 0.099 -4.051 -0.756 -4.578
C 0.133 -5.499 -1.195 1.526
C -0.679 -3.891 0.537 0.814
H 0.584 -6.157 -0.442 -0.133
H -0.911 -5.808 -1.340 -0.033
H 0.656 -5.596 -2.155 0.055
H -1.619 -3.547 -1.926 -0.074
H -0.059 -3.401 -2.805 0.054
H -0.896 -2.826 0.731 -0.129
C -0.568 -3.227 -1.850 0.452
H -0.107 -4.301 1.380 -0.221
H -1.641 -4.423 0.450 0.182
H -0.600 -2.131 -1.652 0.341
C 3.633 -3.315 -0.229 -0.129
C 3.503 -0.041 0.848 0.799
H 4.092 -0.528 1.637 0.171
H 3.788 1.018 0.753 0.116
C 3.716 -0.743 -0.483 -5.684
H 3.517 1.011 -1.698 0.189
C 5.183 -0.867 -0.845 1.742
H 5.309 -1.315 -1.839 0.069
H 2.434 -0.066 1.140 -0.095
H 1.957 0.358 -1.212 0.048
H 5.751 -1.429 -0.097 -0.087
H 5.583 0.154 -0.879 -0.025
C 2.987 0.059 -1.553 1.092
H 2.912 -0.483 -2.503 0.004
C -4.018 3.668 -1.664 0.011
N -3.813 2.653 -0.738 0.070
H -2.698 5.386 -2.116 -0.006
N -2.158 4.006 -0.537 0.055
H -4.806 3.647 -2.408 -0.013
C -4.316 1.277 -0.817 -0.597
C -5.742 1.132 -0.325 0.215
C -4.187 0.848 -2.270 0.240
H -6.447 1.767 -0.868 -0.015
H -6.013 0.082 -0.495 0.022
H -5.797 1.324 0.747 -0.007
H -3.677 -0.640 -0.062 0.301
H -3.535 0.738 1.124 -0.136
H -3.129 0.690 -2.506 -0.009
C -3.420 0.430 0.077 -0.054
H -4.588 1.595 -2.956 -0.007
H -4.734 -0.086 -2.415 0.027
H -2.365 0.506 -0.199 -0.079
C -2.980 4.532 -1.533 0.021
C -0.147 4.192 -1.830 0.252
H -0.651 4.903 -2.490 0.007
H 0.913 4.460 -1.799 0.028
C -0.710 4.223 -0.421 -0.581
H 0.955 3.124 0.409 0.057
C -0.377 5.516 0.292 0.217
H -0.763 5.492 1.313 0.003
H -0.250 3.185 -2.251 -0.019
H -0.400 2.099 -0.042 -0.039
H -0.740 6.402 -0.235 -0.013
H 0.721 5.560 0.331 0.025
C -0.153 3.071 0.399 0.044
H -0.556 3.101 1.418 -0.047
C -2.786 2.976 0.044 0.012
Cl 0.234 1.919 3.672 -0.013
C 1.092 0.427 3.591 -0.048
C 2.228 0.282 4.397 0.021
C 2.885 -0.958 4.448 -0.049
C 2.331 -2.059 3.800 0.124
C 1.178 -1.903 3.030 -0.506
C 0.671 -0.629 2.741 0.425
C -0.301 -0.419 1.566 0.012
H 2.601 1.133 4.977 -0.002
H 3.813 -1.063 5.026 -0.025
H 2.789 -3.056 3.893 0.160
H 0.696 -2.767 2.581 -0.048
H -1.170 -1.080 1.719 0.064
H -0.683 0.601 1.562 -0.050
```

Among the records above, which one has the lowest energy? C29H46BrN3P2PbS

Which value of energy relative to the best compared isomer or geometry (same formula, charge and spin) does entry 1 give? 0.0 kcal/mol